No. 1
The following is a DFT calculation (the ωB97M-V functional and the def2-TZVPD basis) of C24H35AlN2O as an isolated structure.

- orbital gap (eV) = 6.1
- maximum force (eV/Å) = 4.624
- DFT total energy (eV) = -37064.315

Structure (ORCA input):
```
! RIJCOSX wB97M-V def2-TZVPD def2/J DEFGRID3
* xyz 2 1
C -3.17 -1.36 1.95
H -2.81 -1.96 2.80
H -4.28 -1.37 1.88
H -2.92 -0.37 2.28
C -2.47 -1.70 0.53
H -2.62 -0.84 -0.18
H -1.37 -1.89 0.59
C -3.23 -2.95 0.13
H -2.91 -3.45 -0.77
H -3.24 -3.72 0.91
H -4.26 -2.68 -0.06
C -0.87 1.91 -2.04
C -1.85 0.85 -2.54
C -3.05 1.05 -1.77
C -2.80 1.98 -0.76
C -1.44 2.38 -0.83
C -0.82 3.49 -0.03
C -3.78 2.40 0.29
C -4.40 0.53 -2.15
C -1.74 0.19 -3.90
C 0.49 2.07 -2.58
Al -0.31 0.11 -1.53
H -3.28 2.62 1.23
H -4.37 3.28 0.02
H -4.46 1.57 0.50
H -1.20 3.48 1.00
H 0.27 3.40 0.00
H -1.05 4.52 -0.39
H 0.92 1.10 -2.95
H 0.56 2.80 -3.43
H 1.18 2.40 -1.79
H -2.41 -0.68 -4.01
H -2.05 0.96 -4.61
H -0.72 -0.13 -4.13
H -4.92 0.08 -1.29
H -5.05 1.33 -2.55
H -4.33 -0.26 -2.93
C 4.45 -0.90 2.80
N 3.03 -0.74 2.51
N 2.55 -0.59 1.23
C 1.27 -0.16 1.25
O 0.58 0.15 0.18
C 0.95 -0.05 2.62
C 2.06 -0.39 3.36
C 2.31 -0.42 4.82
C 3.36 -0.90 0.12
C 3.98 -2.15 0.07
C 4.78 -2.44 -1.04
C 4.82 -1.54 -2.11
C 4.06 -0.38 -2.11
C 3.33 -0.04 -0.97
H 4.79 -1.89 2.49
H 4.68 -0.79 3.87
H 5.05 -0.16 2.27
H 0.03 0.29 3.01
H 2.72 -1.37 5.19
H 3.03 0.36 5.13
H 1.40 -0.25 5.42
H 3.87 -2.88 0.88
H 5.39 -3.34 -1.05
H 5.46 -1.75 -2.96
H 4.05 0.32 -2.93
H 2.73 0.86 -0.92
*
```

***

No. 2
The following is a DFT calculation (the ωB97M-V functional and the def2-TZVPD basis) of C24H35BCeN7 as an isolated structure.

- orbital gap (spin up / spin down) (eV) = 4.8 / 4.8
- maximum force (eV/Å) = 1.978
- DFT total energy (eV) = -49467.551
- energy relative to the best compared isomer or geometry (same formula, charge and spin) (kcal per mole) = 0.0

Structure (ORCA input):
```
! RIJCOSX wB97M-V def2-TZVPD def2/J DEFGRID3
* xyz 3 1
Ce -0.43 -0.05 0.17
C -0.78 -5.07 -0.30
C -1.66 -3.82 -0.18
C -1.33 -3.03 1.08
C -1.53 -2.99 -1.41
C -1.81 -3.36 -2.72
C -1.43 -2.27 -3.49
N -0.96 -1.30 -2.71
N -1.04 -1.72 -1.40
B -0.23 -0.02 -3.18
N -0.97 1.24 -2.69
C -1.52 2.19 -3.45
C -1.90 3.27 -2.65
C -1.54 2.91 -1.37
N -0.99 1.66 -1.38
C -1.65 3.68 -0.09
C -2.37 2.83 0.97
C -2.35 5.03 -0.29
N 1.19 -0.02 -2.59
C 2.35 0.00 -3.25
C 3.41 -0.03 -2.34
C 2.80 -0.06 -1.09
N 1.46 -0.06 -1.25
C 3.39 -0.09 0.29
C 4.18 1.20 0.56
C 4.24 -1.34 0.51
H -0.88 -5.69 0.59
H 0.28 -4.80 -0.41
H -1.07 -5.67 -1.16
H -2.70 -4.15 -0.10
H -0.29 -2.65 1.05
H -1.40 -3.68 1.96
H -2.07 -2.23 1.22
H -2.22 -4.29 -3.06
H -1.47 -2.14 -4.56
H -0.18 -0.02 -4.37
H -1.60 2.07 -4.52
H -2.37 4.18 -2.97
H -0.63 3.88 0.26
H -3.22 2.30 0.52
H -2.75 3.44 1.78
H -1.68 2.11 1.44
H -3.38 4.89 -0.62
H -1.82 5.63 -1.02
H -2.36 5.58 0.65
H 2.38 0.02 -4.33
H 4.46 -0.02 -2.56
H 2.53 -0.12 1.00
H 5.04 1.25 -0.10
H 4.54 1.22 1.59
H 3.57 2.09 0.38
H 5.10 -1.33 -0.17
H 3.67 -2.25 0.32
H 4.62 -1.37 1.52
N 0.13 -0.01 2.76
C -1.06 -0.45 3.52
C -2.31 -0.39 2.92
C -3.43 -0.83 3.61
C -3.30 -1.31 4.90
C -2.05 -1.35 5.51
C -0.92 -0.92 4.82
H 0.91 -0.60 3.05
H 0.38 0.92 3.09
H -2.43 0.01 1.91
H -4.41 -0.77 3.14
H -4.17 -1.65 5.44
H -1.95 -1.70 6.52
H 0.05 -0.94 5.29
*
```

***

No. 3
The following is a DFT calculation (the ωB97M-V functional and the def2-TZVPD basis) of C24H35BN8RhTe as an isolated structure.

- orbital gap (spin up / spin down) (eV) = 8.7 / 6.1
- expectation value of S² = 6.013
- maximum force (eV/Å) = 0.889
- DFT total energy (eV) = -48349.837
- energy relative to the best compared isomer or geometry (same formula, charge and spin) (kcal per mole) = 12.5

Structure (ORCA input):
```
! RIJCOSX wB97M-V def2-TZVPD def2/J DEFGRID3
* xyz 1 5
Rh 0.68 -0.67 0.91
C 4.83 -1.51 -0.25
C 3.80 -0.59 -0.13
N 2.81 -1.09 0.60
N 3.18 -2.33 0.97
C 4.39 -2.61 0.47
B 2.29 -3.21 1.89
N 1.00 -3.64 1.15
C 0.58 -4.89 0.91
C -0.72 -4.84 0.44
C -1.03 -3.49 0.43
N 0.01 -2.77 0.86
N 1.90 -2.41 3.13
C 2.13 -2.68 4.42
C 1.53 -1.71 5.19
C 0.93 -0.85 4.26
N 1.16 -1.29 3.03
H 5.77 -1.39 -0.76
H 3.72 0.42 -0.53
H 4.86 -3.55 0.67
H 2.91 -4.19 2.19
H 1.22 -5.73 1.10
H -1.35 -5.67 0.17
H -1.95 -3.00 0.15
H 2.70 -3.55 4.70
H 1.52 -1.63 6.26
H 0.35 0.04 4.42
C -4.62 5.79 1.95
C -3.46 4.85 1.80
C -3.45 3.88 0.81
C -2.39 3.00 0.66
C -2.43 1.93 -0.40
C -1.31 3.12 1.54
Te 0.38 1.89 1.23
C -1.28 4.07 2.56
C -0.15 4.22 3.52
C -2.38 4.92 2.67
H -5.40 5.57 1.23
H -4.29 6.82 1.80
H -5.05 5.73 2.95
H -4.29 3.80 0.13
H -3.20 2.16 -1.14
H -2.67 0.96 0.04
H -1.48 1.83 -0.93
H 0.53 3.37 3.53
H -0.53 4.34 4.54
H 0.44 5.11 3.29
H -2.37 5.66 3.45
C 2.03 0.47 -4.09
C 1.56 -0.98 -3.99
N 0.16 -1.13 -3.60
C -0.80 -1.44 -4.66
C -1.24 -0.22 -5.45
C -0.21 -0.92 -2.32
C -1.66 -1.07 -1.96
N 0.62 -0.63 -1.37
H 3.07 0.50 -4.39
H 1.93 1.00 -3.15
H 1.45 1.01 -4.84
H 2.18 -1.55 -3.29
H 1.67 -1.47 -4.95
H -1.66 -1.95 -4.23
H -0.32 -2.17 -5.32
H -1.67 0.53 -4.80
H -1.99 -0.51 -6.19
H -0.40 0.23 -5.98
H -1.99 -2.10 -2.10
H -2.29 -0.42 -2.57
H -1.79 -0.80 -0.91
H 1.58 -0.57 -1.69
*
```

***

No. 4
The following is a DFT calculation (the ωB97M-V functional and the def2-TZVPD basis) of an isolated molecule of C24H35N3O2.

- orbital gap (eV) = 9.0
- maximum force (eV/Å) = 0.893
- DFT total energy (eV) = -34021.671
- energy relative to the best compared isomer or geometry (same formula, charge and spin) (kcal per mole) = 24.2
- SMILES = COc1cccc(C[C@@]2(CO)CCCN(Cc3cn[nH]c3C3CCCCC3)C2)c1

Structure (ORCA input):
```
! RIJCOSX wB97M-V def2-TZVPD def2/J DEFGRID3
* xyz 0 1
C 0.71 6.75 1.71
H -0.35 6.54 1.56
O 1.40 6.82 0.49
C 1.44 5.71 -0.30
C 2.15 5.84 -1.49
C 2.24 4.77 -2.36
C 1.64 3.56 -2.05
C 0.94 3.41 -0.86
C 0.84 4.49 0.01
H 0.28 4.38 0.92
C 0.30 2.10 -0.51
H -0.58 2.27 0.11
H -0.01 1.60 -1.43
C 1.25 1.13 0.24
C 0.45 -0.12 0.62
N 1.30 -1.06 1.33
C 1.67 -0.50 2.61
C 2.51 0.76 2.41
C 1.77 1.77 1.54
H 2.42 2.61 1.30
H 0.91 2.15 2.09
H 3.45 0.49 1.94
H 2.73 1.21 3.38
H 2.26 -1.25 3.16
H 0.78 -0.26 3.22
C 0.71 -2.38 1.42
C 0.60 -2.98 0.06
C -0.52 -3.40 -0.63
N -0.08 -3.81 -1.85
N 1.23 -3.68 -1.99
C 1.66 -3.18 -0.85
H 2.70 -2.97 -0.69
H -0.63 -4.19 -2.60
C -1.97 -3.43 -0.25
C -2.79 -2.48 -1.13
C -4.26 -2.50 -0.70
C -4.82 -3.92 -0.78
C -4.00 -4.87 0.09
C -2.54 -4.86 -0.34
H -1.95 -5.52 0.29
H -2.46 -5.22 -1.37
H -4.40 -5.88 0.01
H -4.07 -4.56 1.13
H -5.86 -3.92 -0.46
H -4.79 -4.26 -1.82
H -4.83 -1.83 -1.34
H -4.34 -2.14 0.33
H -2.39 -1.47 -1.05
H -2.72 -2.79 -2.17
H -2.05 -3.10 0.79
H 1.38 -3.00 2.03
H -0.28 -2.36 1.91
H 0.08 -0.61 -0.29
H -0.43 0.16 1.23
C 2.42 0.74 -0.68
H 3.00 1.64 -0.92
O 2.02 0.19 -1.91
H 1.74 -0.72 -1.77
H 3.07 0.03 -0.15
H 1.71 2.73 -2.73
H 2.78 4.88 -3.29
H 2.61 6.78 -1.72
H 1.14 6.00 2.38
H 0.82 7.73 2.17
*
```

***

No. 5
The following is a DFT calculation (the ωB97M-V functional and the def2-TZVPD basis) of an isolated molecule of C24H35N3O5S.

- orbital gap (eV) = 9.6
- maximum force (eV/Å) = 1.079
- DFT total energy (eV) = -51000.464
- energy relative to the best compared isomer or geometry (same formula, charge and spin) (kcal per mole) = 0.0
- SMILES = Cc1ccc(S(=O)(=O)N2CCC(C(=O)N3CCC(C(=O)NC[C@@H]4CCCO4)CC3)CC2)cc1

Structure (ORCA input):
```
! RIJCOSX wB97M-V def2-TZVPD def2/J DEFGRID3
* xyz 0 1
C -4.12 0.20 3.62
C -3.13 1.30 3.77
C -3.42 2.58 3.30
C -2.49 3.60 3.38
C -1.26 3.34 3.95
C -0.95 2.09 4.46
C -1.89 1.07 4.37
H -1.66 0.09 4.75
H 0.01 1.93 4.92
S 0.00 4.62 3.95
O -0.66 5.89 3.91
O 0.93 4.34 5.01
N 0.85 4.48 2.53
C 1.81 3.41 2.41
C 1.22 2.16 1.75
H 0.45 1.73 2.40
H 2.01 1.43 1.61
C 0.57 2.52 0.40
C -0.13 1.27 -0.13
O -1.30 1.05 0.15
N 0.58 0.41 -0.90
C 1.99 0.43 -1.20
H 2.45 1.35 -0.86
C 2.69 -0.76 -0.55
H 3.74 -0.76 -0.86
H 2.65 -0.66 0.54
C 2.04 -2.09 -0.95
C 2.31 -2.44 -2.41
O 2.67 -1.65 -3.25
N 2.13 -3.75 -2.68
H 1.76 -4.38 -1.98
C 2.20 -4.31 -4.01
H 2.87 -5.17 -4.00
H 2.61 -3.54 -4.67
C 0.82 -4.75 -4.51
C -0.15 -3.58 -4.72
H -0.12 -3.21 -5.74
C -1.50 -4.20 -4.35
H -2.23 -3.47 -4.02
C -1.09 -5.16 -3.23
H -1.74 -6.03 -3.15
O 0.22 -5.61 -3.54
H -1.08 -4.64 -2.26
H -1.90 -4.76 -5.19
H 0.09 -2.77 -4.04
H 0.95 -5.32 -5.44
C 0.53 -2.02 -0.69
C -0.07 -0.79 -1.38
H -1.13 -0.71 -1.17
H 0.09 -0.85 -2.47
H 0.03 -2.92 -1.06
H 0.35 -1.94 0.38
H 2.47 -2.89 -0.33
H 2.11 0.36 -2.29
H 1.33 2.87 -0.30
C -0.46 3.63 0.61
C 0.18 4.83 1.30
H 0.92 5.30 0.64
H -0.57 5.58 1.56
H -1.28 3.23 1.21
H -0.87 3.94 -0.35
H 2.65 3.78 1.81
H 2.16 3.20 3.41
H -2.70 4.59 3.03
H -4.39 2.77 2.85
H -4.05 -0.21 2.61
H -3.93 -0.61 4.33
H -5.14 0.56 3.76
*
```

***

No. 6
The following is a DFT calculation (the ωB97M-V functional and the def2-TZVPD basis) of C24H35N9S2SeTeTi as an isolated structure.

- orbital gap (eV) = 6.6
- maximum force (eV/Å) = 0.671
- DFT total energy (eV) = -156281.390
- energy relative to the best compared isomer or geometry (same formula, charge and spin) (kcal per mole) = 8.5

Structure (ORCA input):
```
! RIJCOSX wB97M-V def2-TZVPD def2/J DEFGRID3
* xyz 2 1
Ti -0.34 0.37 -0.47
N -0.88 1.96 0.97
C 0.12 3.05 0.95
C 0.21 3.51 -0.48
N 0.39 2.32 -1.37
C 1.77 2.21 -1.91
C 2.67 1.68 -0.82
N 2.02 0.48 -0.24
H -0.95 1.55 1.89
H -1.79 2.38 0.75
H -0.18 3.87 1.61
H 1.06 2.66 1.33
H -0.71 4.00 -0.77
H 1.03 4.22 -0.63
H -0.24 2.41 -2.16
H 1.74 1.52 -2.75
H 2.12 3.18 -2.28
H 3.66 1.45 -1.21
H 2.80 2.41 -0.03
H 2.27 -0.33 -0.80
H 2.39 0.30 0.69
C -3.15 -3.82 3.63
C -1.85 -3.12 3.57
N -0.78 -3.44 4.22
N 0.14 -2.51 3.84
C -0.33 -1.62 2.97
S 0.55 -0.34 2.27
N -1.61 -2.00 2.79
N -2.51 -1.30 1.99
H -3.06 -4.68 4.29
H -3.46 -4.17 2.64
H -3.93 -3.17 4.02
H 1.07 -2.53 4.22
H -2.76 -1.87 1.19
H -3.35 -1.10 2.54
S 0.96 -4.13 -0.63
C 0.70 -2.56 -0.03
N -0.44 -1.98 -0.32
C -1.23 -2.86 -1.08
C -2.53 -2.64 -1.53
C -3.15 -3.63 -2.26
C -2.51 -4.84 -2.56
C -1.23 -5.08 -2.10
C -0.61 -4.09 -1.36
H 1.46 -2.08 0.57
H -3.05 -1.72 -1.31
H -4.16 -3.47 -2.62
H -3.02 -5.59 -3.14
H -0.73 -6.02 -2.31
C -4.74 6.68 0.75
C -4.26 5.35 0.26
C -3.70 5.20 -1.01
C -3.27 3.97 -1.49
C -2.75 3.91 -2.90
C -3.38 2.84 -0.66
Te -2.79 0.96 -1.44
C -3.98 2.96 0.61
C -4.22 1.78 1.51
C -4.39 4.21 1.05
H -4.49 7.48 0.04
H -4.29 6.93 1.71
H -5.82 6.67 0.88
H -3.62 6.07 -1.65
H -2.69 4.91 -3.33
H -3.40 3.31 -3.54
H -1.75 3.47 -2.97
H -3.41 1.06 1.46
H -5.14 1.26 1.22
H -4.34 2.10 2.55
H -4.84 4.30 2.03
Se -0.39 -1.29 -4.90
C -0.14 -0.66 -3.33
N 0.03 -0.22 -2.23
*
```

***

No. 7
The following is a DFT calculation (the ωB97M-V functional and the def2-TZVPD basis) of C24H36CdP2Si as an isolated structure.

- orbital gap (eV) = 4.6
- maximum force (eV/Å) = 3.105
- DFT total energy (eV) = -56484.727

Structure (ORCA input):
```
! RIJCOSX wB97M-V def2-TZVPD def2/J DEFGRID3
* xyz 0 1
C 2.02 -0.64 1.25
C 2.52 -0.34 -0.08
C 2.92 1.04 -0.09
H 2.80 -1.08 -0.83
C 2.68 1.58 1.20
C 2.15 0.56 2.03
H 1.95 0.64 3.10
H 1.83 -1.64 1.63
H 3.42 1.54 -0.92
H 2.95 2.58 1.51
Cd 0.24 0.14 -0.13
C -0.61 -1.64 -5.15
H -0.02 -0.79 -5.50
H -1.55 -1.59 -5.73
H -0.19 -2.60 -5.42
Si -0.11 -1.74 -3.18
C -0.28 -3.37 -2.34
C 0.69 -3.79 -1.42
H 1.46 -3.10 -1.07
C 0.69 -5.11 -0.95
H 1.48 -5.45 -0.27
C -0.29 -6.01 -1.38
H -0.26 -7.06 -1.06
C -1.33 -5.56 -2.20
H -2.13 -6.24 -2.49
C -1.35 -4.23 -2.65
H -2.18 -3.87 -3.26
C 1.65 -1.18 -3.44
C 2.68 -2.10 -3.69
H 2.52 -3.16 -3.54
C 3.89 -1.65 -4.21
H 4.67 -2.37 -4.49
C 4.13 -0.28 -4.40
H 5.07 0.07 -4.84
C 3.16 0.64 -4.00
H 3.35 1.71 -4.10
C 1.93 0.20 -3.51
H 1.18 0.92 -3.20
H -0.65 -0.71 -2.20
H -1.30 -1.53 -3.95
C -3.20 -1.56 -0.05
P -4.32 -0.56 -1.14
C -5.57 -0.04 0.11
C -3.38 1.04 -1.37
C -3.05 1.95 -0.17
P -1.59 1.50 0.87
C -0.78 3.09 1.27
C -2.26 0.99 2.49
H -3.82 -2.35 0.41
H -2.75 -0.96 0.76
H -2.42 -2.04 -0.65
H -5.93 0.97 -0.12
H -6.41 -0.74 0.00
H -5.19 -0.09 1.14
H -2.47 0.79 -1.93
H -4.04 1.61 -2.04
H -2.81 2.96 -0.55
H -3.92 2.07 0.51
H -1.52 3.81 1.64
H -0.02 2.92 2.05
H -0.28 3.49 0.38
H -3.12 1.61 2.76
H -2.55 -0.06 2.50
H -1.47 1.13 3.24
*
```